Computed, not measured: a molecular structure, C22H22F6N15O8S3Se2Sr, with ωB97M-V/def2-TZVPD.

Computed properties:
ΔE to the lowest compared entry with this formula, charge and spin = 6.3 kJ/mol
F_max = 0.7 eV Å⁻¹
E_tot = -8902.2803 Eh

Structure (ORCA input):
```
! wB97M-V def2-TZVPD RIJCOSX def2/J DEFGRID3
* xyz -1 1
Sr -0.74 -0.77 0.22
F 5.03 -1.83 1.10
C 4.25 -1.12 0.29
F 4.44 0.17 0.55
F 4.62 -1.36 -0.96
S 2.45 -1.59 0.58
O 2.49 -2.77 1.39
O 1.88 -0.38 1.13
N 1.91 -1.79 -0.88
S 1.27 -3.16 -1.36
O 0.11 -3.47 -0.54
O 1.15 -3.14 -2.78
C 2.47 -4.57 -1.04
F 3.71 -4.09 -0.92
F 2.43 -5.40 -2.07
F 2.15 -5.24 0.05
Se -0.07 1.64 3.85
Se -1.92 1.77 2.45
C -1.36 3.24 1.34
C -2.38 4.05 0.85
C -2.04 5.03 -0.06
C -0.71 5.19 -0.41
C 0.23 4.35 0.17
N -0.08 3.38 1.03
C 0.23 -0.26 3.80
C 1.11 -0.74 4.77
C 1.29 -2.10 4.89
C 0.56 -2.95 4.07
C -0.28 -2.38 3.13
N -0.41 -1.06 2.96
H -3.40 3.88 1.15
H -2.81 5.64 -0.51
H -0.40 5.93 -1.13
H 1.28 4.44 -0.08
H 1.63 -0.05 5.42
H 1.96 -2.50 5.63
H 0.64 -4.02 4.15
H -0.89 -3.00 2.48
N -4.68 0.10 -0.16
C -4.31 -0.95 0.67
N -5.21 -1.77 1.20
N -4.47 -2.65 1.90
N -3.22 -2.37 1.79
N -3.06 -1.28 1.01
C -3.82 0.92 -0.85
N -4.23 1.75 -1.81
N -3.09 2.34 -2.24
N -2.08 1.89 -1.58
N -2.51 0.98 -0.66
H -5.65 0.16 -0.39
C -7.34 2.31 -4.75
C -5.82 2.30 -4.68
S -5.19 0.86 -5.49
O -5.51 0.92 -6.90
O -5.60 -0.31 -4.74
C -3.43 1.04 -5.28
C -2.73 -0.32 -5.39
N -1.65 -0.42 -4.40
C -1.80 -0.97 -3.18
N -0.72 -0.78 -2.43
C 0.16 -0.08 -3.18
C -0.40 0.17 -4.39
N 0.17 0.89 -5.48
O -0.50 1.02 -6.50
O 1.29 1.32 -5.33
C -3.03 -1.69 -2.75
H -7.72 3.20 -4.24
H -7.75 1.43 -4.25
H -7.69 2.32 -5.78
H -5.45 2.25 -3.65
H -5.38 3.16 -5.19
H -3.29 1.45 -4.28
H -3.06 1.75 -6.02
H -2.33 -0.49 -6.38
H -3.43 -1.11 -5.15
H 1.14 0.20 -2.83
H -3.14 -2.63 -3.30
H -3.92 -1.09 -2.90
H -2.95 -1.94 -1.69
*
```

Mulliken population analysis, charges in e, atoms 1 to 8: Sr 1.738; F -0.239; C 0.483; F -0.208; F -0.211; S 0.978; O -0.564; O -0.464


Computed, not measured: C22H22N2O2S in the gas phase, with ωB97M-V/def2-TZVPD.

Computed properties:
ΔE to the lowest compared entry with this formula, charge and spin = 245.5 kJ/mol
SMILES = CSc1cccc(-c2nc([C@H]3CC[C@@H](C(=O)O)CC3)cc3cccnc23)c1
F_max = 6.8 eV Å⁻¹
E_tot = -1509.6642 Eh

Structure (ORCA input):
```
! wB97M-V def2-TZVPD RIJCOSX def2/J DEFGRID3
* xyz 0 1
O 3.25 -1.17 2.88
N -0.18 0.77 -0.28
N -3.04 -0.12 -2.51
O 2.65 -2.11 0.90
S -0.44 -4.32 2.03
C 3.06 -1.06 1.69
C -3.58 0.31 -3.62
C 0.38 1.76 -0.83
C -3.74 -2.30 0.98
C -2.88 -3.20 1.55
C -3.18 -1.19 0.31
C -0.96 -2.04 0.63
C -3.10 1.49 -4.25
C -1.49 -3.18 1.30
C -1.76 -1.05 0.11
C -1.31 0.11 -0.67
C -0.22 2.23 -1.95
C -2.04 2.21 -3.71
C -1.97 0.51 -1.91
C -1.41 1.64 -2.51
C -0.04 -3.23 3.42
C 3.05 0.46 -0.44
C 2.17 1.30 1.76
C 2.98 1.88 -1.01
C 1.81 2.72 1.17
C 3.19 0.41 1.11
C 1.68 2.48 -0.40
H 2.69 -2.86 1.41
H -4.28 -0.45 -4.04
H -4.80 -2.34 1.22
H -3.29 -3.90 2.30
H -3.82 -0.34 -0.06
H -0.01 -2.08 0.27
H -3.61 1.76 -5.18
H 0.22 3.11 -2.41
H -1.73 3.21 -4.11
H -0.90 -3.10 4.07
H 0.27 -2.20 3.08
H 0.80 -3.69 4.07
H 2.07 -0.06 -0.71
H 3.87 -0.09 -0.80
H 1.16 0.86 1.89
H 2.52 1.46 2.76
H 3.93 2.39 -0.73
H 2.85 2.00 -2.12
H 0.81 3.15 1.48
H 2.54 3.48 1.36
H 4.17 0.83 1.30
H 1.69 3.56 -0.83
*
```

Mulliken population analysis, charges in e, atoms 1 to 8: O -0.598; N 0.089; N -0.497; O -0.416; S -0.130; C 0.198; C -0.408; C 0.250


Number 1: E_HOMO -5.51 eV, Kohn-Sham gap 7.06 eV. Number 2: E_HOMO -8.42 eV, Kohn-Sham gap 7.97 eV.